# 1
Below is a cluster of 2 separate species, C4H3O2 in total in a non-equilibrium geometry, with properties calculated with the ωB97M-V functional and the def2-TZVPD basis.

The geometry in ORCA input format:
```
! RIJCOSX wB97M-V def2-TZVPD def2/J DEFGRID3
* xyz 1 1
O 0.2768 -1.2303 0.2055
O -2.4521 0.4016 -0.6058
C 2.9752 -0.0893 0.1119
C -0.7278 -0.7406 0.4393
C -2.0447 -0.3546 0.3910
C 3.7534 0.7015 -0.3004
H -3.3366 0.6115 -0.4534
H 4.3557 1.4712 -0.8824
H -2.8000 -0.7711 1.0943
*
```

Calculated values
* LUMO level (alpha / beta): -0.2357 / -0.3041 Ha
* ΔE to the lowest compared entry with this formula, charge and spin: 147.2 kcal per mole
* HOMO (alpha / beta): -13.8 / -14.3 eV

Okay, here come the natural (NBO) numbers, in e, for every atom: O -0.17; O -0.48; C 0.11; C 0.75; C 0.09; C -0.38; H 0.53; H 0.28; H 0.28


# 2
Below is a structure of composition C6H18NO9 in a non-equilibrium geometry, with properties calculated with the ωB97M-V functional and the def2-TZVPD basis.

The geometry in ORCA input format:
```
! RIJCOSX wB97M-V def2-TZVPD def2/J DEFGRID3
* xyz -1 1
O -1.8476 0.0198 -0.1334
O -0.3398 -0.3580 1.2884
O 1.6495 1.8981 -2.5837
O 0.7303 1.4246 0.8701
O 1.4587 -1.3717 -1.4159
O -3.9944 2.0796 1.6555
O -0.2749 -1.3249 -0.6406
O 4.3168 -2.0989 -1.6191
O -2.3909 -0.3641 2.2773
N -0.8004 -0.5771 0.1966
C 0.8127 1.1358 -0.5155
C -4.0044 0.9207 0.7947
C 3.6845 -1.4813 -0.4262
C 1.5612 2.2684 -1.2330
C -3.7608 -0.3918 1.6488
C 2.1833 -1.9346 -0.3425
H -4.0222 -1.1792 0.9418
H -3.9247 1.7991 2.5710
H 4.0164 -1.7575 0.5746
H 2.2757 1.1890 -2.7469
H -5.0062 0.9467 0.3657
H 1.9013 -1.5746 0.6470
H 1.4907 0.2828 -0.4898
H 0.5447 -1.6422 -1.3019
H 3.5865 -2.1631 -2.2389
H 3.8965 -0.4131 -0.3809
H -0.2088 0.9284 -0.8343
H 1.1835 3.2612 -0.9886
H -4.3917 -0.4581 2.5352
H 2.5716 2.3784 -0.8391
H -1.8994 -0.2403 1.4621
H 1.9902 -3.0061 -0.3939
H -3.2583 1.1218 0.0260
H 0.2706 0.6823 1.2692
*
```

Calculated values
* LUMO level: 0.1222 Ha
* ΔE to the lowest compared entry with this formula, charge and spin: 111.6 kcal per mole
* HOMO: -5.4 eV

Okay, here come the natural (NBO) numbers, in e, for every atom: O -0.53; O -0.44; O -0.74; O -0.78; O -0.75; O -0.75; O -0.50; O -0.75; O -0.74; N 0.74; C -0.13; C -0.09; C -0.09; C -0.06; C -0.12; C -0.11; H 0.16; H 0.46; H 0.17; H 0.48; H 0.14; H 0.17; H 0.19; H 0.47; H 0.48; H 0.17; H 0.17; H 0.17; H 0.17; H 0.14; H 0.46; H 0.17; H 0.23; H 0.44


# 3
Below is a cluster of 2 separate species, H2NO3S in total in a non-equilibrium geometry, with properties calculated with the ωB97M-V functional and the def2-TZVPD basis.

The geometry in ORCA input format:
```
! RIJCOSX wB97M-V def2-TZVPD def2/J DEFGRID3
* xyz -1 1
S 1.0955 0.7752 0.0567
O 0.0355 -1.9387 -0.0287
O 0.7178 1.7473 -0.9966
O 0.7563 1.4186 1.3275
N -0.4342 -0.5156 0.0006
H -1.1888 -0.1880 0.6410
H -0.9821 -1.2988 -1.0005
*
```

Calculated values
* LUMO level (alpha / beta): 0.1499 / 0.1499 Ha
* ΔE to the lowest compared entry with this formula, charge and spin: 129.5 kcal per mole
* HOMO (alpha / beta): -3.7 / -3.7 eV

Okay, here come the natural (NBO) numbers, in e, for every atom: S 1.63; O -0.78; O -1.01; O -1.02; N -0.65; H 0.34; H 0.49


# 4
Below is the molecule C13H20N4O2S2 in a non-equilibrium geometry, with properties calculated with the ωB97M-V functional and the def2-TZVPD basis.

The geometry in ORCA input format:
```
! RIJCOSX wB97M-V def2-TZVPD def2/J DEFGRID3
* xyz 0 1
S -1.0933 2.7947 -1.4022
S 1.7056 2.9256 -0.2582
O -5.6081 0.9222 -0.9046
O 4.7416 1.7896 1.4349
N -3.4841 1.5915 -0.9150
N -1.6435 1.1658 0.5125
N 3.5573 0.2665 0.2808
N -0.3673 1.4873 0.6836
C -5.3916 -0.7658 1.3525
C 2.3263 -0.2632 -0.2717
C -5.6426 -1.9619 0.4427
C 0.0926 2.3124 -0.1936
C 3.6753 1.3997 0.9958
C -4.2089 0.0754 0.8738
C 2.4594 -1.7676 -0.4852
C -4.5345 0.8599 -0.3616
C 4.6706 -1.0418 -1.4462
C -2.2000 1.7297 -0.5006
C 4.7721 -0.4664 -0.0409
C 2.4100 2.2042 1.2661
C 3.5446 -2.0808 -1.5204
H 2.1025 0.2215 -1.2319
H 4.9312 -1.2677 0.6897
H 4.4763 -0.2235 -2.1419
H -6.2845 -0.1397 1.3782
H 1.4983 -2.1674 -0.8094
H -6.4772 -2.5510 0.8145
H -4.7633 -2.6016 0.3978
H 1.4958 -0.0673 0.4103
H -3.9008 0.7863 1.6440
H 3.9401 -3.0798 -1.3334
H 5.6240 -1.4908 -1.7236
H -5.1873 -1.1135 2.3665
H -5.8823 -1.6250 -0.5619
H 2.6872 3.0413 1.9069
H 3.1158 -2.0804 -2.5235
H 1.6214 1.6160 1.7309
H 5.6047 0.2356 0.0436
H -3.7460 2.1182 -1.7407
H 2.7039 -2.2331 0.4706
H -3.3413 -0.5551 0.6710
*
```

Calculated values
* LUMO level: 0.0099 Ha
* ΔE to the lowest compared entry with this formula, charge and spin: 0.0 kcal per mole
* HOMO: -8.7 eV
* SMILES string: CCCC(=O)Nc1nnc(SCC(=O)N2CCCCC2)s1

Okay, here come the natural (NBO) numbers, in e, for every atom: S 0.32; S 0.31; O -0.58; O -0.63; N -0.64; N -0.32; N -0.43; N -0.31; C -0.39; C -0.23; C -0.61; C -0.14; C 0.67; C -0.52; C -0.41; C 0.71; C -0.41; C 0.25; C -0.22; C -0.62; C -0.40; H 0.19; H 0.19; H 0.20; H 0.21; H 0.22; H 0.21; H 0.20; H 0.23; H 0.25; H 0.21; H 0.22; H 0.20; H 0.22; H 0.26; H 0.20; H 0.28; H 0.24; H 0.42; H 0.20; H 0.25